No. 1
ORCA calculation (wB97M-V/def2-TZVPD) on a cluster of 2 separate species, C12H6BrCl2O2S in total in a non-equilibrium geometry.

The geometry in ORCA input format:
```
! wB97M-V def2-TZVPD RIJCOSX def2/J DEFGRID3
* xyz -1 1
Cl 2.8176 0.3124 1.6602
C 1.1571 0.1444 2.0216
C 0.3512 1.2073 2.2168
C -1.0841 1.0812 2.5117
O -1.8013 2.0624 2.7080
C -1.6187 -0.3333 2.5242
Cl -3.2966 -0.4961 2.7912
C -0.8121 -1.3953 2.3278
C 0.6303 -1.2690 2.0812
O 1.3547 -2.2513 1.9089
H 0.7700 2.2084 2.1488
H -1.2453 -2.3921 2.3293
Br 3.1866 0.6930 -3.5438
C 1.4773 0.3462 -2.8113
C 1.0903 -0.9780 -2.5324
C -0.1614 -1.2367 -1.9850
C -1.0659 -0.1696 -1.7017
S -2.5617 -0.4730 -1.0381
C -0.6541 1.1646 -1.9982
C 0.5990 1.4138 -2.5464
H 1.7771 -1.7916 -2.7482
H -0.4747 -2.2549 -1.7631
H -1.3453 1.9780 -1.7868
H 0.9099 2.4294 -2.7745
*
```

The calculation puts the HOMO energy at -3.12 eV. The calculation puts the gap between HOMO and LUMO at 0.142 hartree. The value obtained for the maximum force is 2.1 eV/Å. Its electronic energy is -122559.681 eV.

***

No. 2
ORCA calculation (wB97M-V/def2-TZVPD) on a cluster of 6 separate species, C12H38N10O6 in total in a non-equilibrium geometry.

The geometry in ORCA input format:
```
! wB97M-V def2-TZVPD RIJCOSX def2/J DEFGRID3
* xyz 0 1
C 4.5753 2.3690 -2.2701
O 3.4087 2.9197 -1.6296
C 3.3485 2.7185 -0.2119
C 1.9536 2.8029 0.3262
C 1.8197 2.7849 1.8746
N 1.1340 1.7003 -0.2768
H 4.5936 2.7378 -3.2957
H 4.3901 1.2971 -2.3388
H 5.5386 2.4281 -1.7635
H 3.7109 1.7034 -0.0500
H 3.8670 3.4398 0.4197
H 1.5527 3.7796 0.0553
H 2.2485 3.6618 2.3596
H 2.2368 1.9026 2.3601
H 0.8019 2.7212 2.2594
H 1.6665 1.7587 -1.1331
H 1.5156 0.9047 0.2146
C -1.8853 -1.4743 -2.8673
O -0.7038 -2.0281 -2.4951
C 0.4697 -1.1479 -2.5570
C 1.6190 -1.8079 -1.7001
C 1.9714 -3.2275 -2.0867
N 1.2072 -1.6477 -0.3349
H -1.8680 -0.7424 -3.6748
H -2.2457 -0.9954 -1.9569
H -2.6147 -2.2720 -3.0078
H 0.7243 -1.0607 -3.6132
H 0.1935 -0.1571 -2.1962
H 2.5589 -1.2693 -1.8211
H 2.9484 -3.3655 -1.6235
H 1.9930 -3.3914 -3.1641
H 1.1733 -3.8877 -1.7471
H 1.5732 -2.3688 0.2702
H 0.2083 -1.7214 -0.4642
N 2.4587 -0.9464 2.6654
C 2.8019 -0.3437 3.7284
N 1.7514 -0.1603 4.5356
O 3.9480 0.0604 3.8661
H 1.5029 -1.2563 2.5634
H 3.1470 -1.2529 1.9928
H 1.9565 0.0733 5.4966
H 0.8698 -0.5945 4.3025
N -6.1356 1.6574 -4.0235
C -5.7731 0.9025 -3.0388
N -4.5671 1.2402 -2.6968
O -6.4591 -0.0333 -2.6521
H -7.0664 1.3610 -4.2800
H -5.9340 2.6351 -3.8695
H -4.0647 1.9336 -3.2325
H -4.1352 0.9457 -1.8326
N -2.2273 -2.2076 2.5921
C -0.9773 -2.3008 2.9749
N -0.7666 -3.4026 3.5151
O -0.1646 -1.3410 2.8961
H -2.8790 -2.9327 2.8559
H -2.5812 -1.4711 1.9984
H -1.5566 -4.0318 3.5225
H 0.1460 -3.6255 3.8860
N -1.4490 0.6297 0.9736
C -2.6410 0.8256 0.9111
N -3.0983 0.5396 2.0257
O -3.2749 1.3001 -0.0434
H -0.9944 0.7987 0.0877
H -0.9758 0.1127 1.7008
H -2.5454 0.8428 2.8147
H -4.0005 0.9770 1.9040
*
```

The calculation puts the HOMO energy at -9.21 eV. The calculation puts the gap between HOMO and LUMO at 0.337 hartree. The value obtained for the maximum force is 11.8 eV/Å. Its electronic energy is -40245.101 eV.

***

No. 3
ORCA calculation (wB97M-V/def2-TZVPD) on a structure of composition C19H29O2Pr in a non-equilibrium geometry.

The geometry in ORCA input format:
```
! wB97M-V def2-TZVPD RIJCOSX def2/J DEFGRID3
* xyz -2 3
Pr 0.2569 -0.1790 -0.3567
C -0.1763 -2.5844 -0.6227
C -1.4257 -1.8897 -0.8337
C -1.3207 -1.1608 -2.0767
H -2.2474 -1.8275 -0.1245
C -0.0095 -1.3959 -2.6266
C 0.6864 -2.2919 -1.7416
H 1.7032 -2.6490 -1.8579
H 0.0850 -3.1497 0.2645
H -2.0775 -0.4992 -2.4777
H 0.3867 -0.9504 -3.5370
C 2.2429 0.2818 1.0311
C 2.7138 -0.7279 0.1097
C 2.7238 -0.1529 -1.2034
H 2.9590 -1.7514 0.3778
C 2.2470 1.2024 -1.1162
C 1.9447 1.4768 0.2779
H 1.4484 2.3576 0.6761
H 2.0282 0.1322 2.0831
H 2.9972 -0.6581 -2.1251
H 2.1130 1.8853 -1.9493
O -0.8860 1.5747 -0.9374
C -1.0631 2.6243 -1.9431
C -2.5509 2.7743 -1.5389
C -0.7895 2.1153 -3.3368
C -0.2110 3.8152 -1.5673
C -2.2577 1.7987 -0.4026
H -3.2276 2.3709 -2.2883
H -2.8319 3.7702 -1.2308
H -2.1745 2.2207 0.6030
H -2.8246 0.8590 -0.3846
H -1.0229 2.9087 -4.0627
H -1.3978 1.2369 -3.5724
H 0.2741 1.8480 -3.4567
H -0.6889 4.7328 -1.9378
H 0.7908 3.7506 -2.0162
H -0.1016 3.8897 -0.4803
C 0.8402 -0.9647 4.0212
C 0.0465 -1.6821 2.8920
C 0.8571 -2.9825 2.5759
C -1.2833 -2.1376 3.5089
O -0.2433 -0.8583 1.8232
H 0.8549 -1.5801 4.9282
H 0.3684 -0.0075 4.2646
H 1.8998 -0.8143 3.7914
H 1.1791 -3.4676 3.5070
H 0.2444 -3.7565 2.0968
H 1.7631 -2.7704 1.9922
H -1.8468 -1.2647 3.8383
H -1.8743 -2.6781 2.7699
H -1.1217 -2.7941 4.3721
*
```

The calculation puts the HOMO energy (alpha / beta) at 2.61 / 2.61 eV. The calculation puts the gap between HOMO and LUMO (alpha / beta) at 0.072 / 0.072 hartree. The value obtained for the maximum force is 3.1 eV/Å. Its electronic energy is -38332.589 eV. Its expectation value of S² is 2.00.

***

No. 4
ORCA calculation (wB97M-V/def2-TZVPD) on a structure of composition C35H58BaN11S4 in a non-equilibrium geometry.

The geometry in ORCA input format:
```
! wB97M-V def2-TZVPD RIJCOSX def2/J DEFGRID3
* xyz 3 1
Ba -0.7559 0.5659 0.6582
C 0.4873 3.0554 3.6375
C 0.4108 3.7451 2.2793
N -0.6431 3.2297 1.3767
C -1.9940 3.7615 1.6748
C -2.9449 2.7236 2.2524
N -3.1767 1.6211 1.2960
C -4.2861 0.7296 1.7154
C -3.9558 -0.2205 2.8655
C -3.1713 -1.4784 2.4977
N -1.7087 -1.3010 2.3545
C -0.9660 -1.3267 3.6305
C -0.4514 0.0330 4.0816
N 0.5381 0.5715 3.1270
C 1.2593 1.7396 3.6739
H 0.9976 3.7376 4.3206
H -0.5108 2.9307 4.0665
H 0.2676 4.8202 2.4267
H 1.3662 3.6330 1.7563
H -0.3926 3.5536 0.4472
H -1.9271 4.6007 2.3721
H -2.4260 4.1601 0.7520
H -2.5362 2.3119 3.1772
H -3.8902 3.2152 2.5084
H -3.4709 2.0660 0.4280
H -5.1523 1.3385 1.9927
H -4.5790 0.1356 0.8451
H -3.4696 0.3131 3.6869
H -4.9121 -0.5494 3.2770
H -3.3717 -2.2526 3.2448
H -3.5453 -1.8603 1.5427
H -1.3703 -2.0785 1.7899
H -1.5817 -1.7531 4.4277
H -0.1084 -1.9979 3.5155
H -1.2796 0.7383 4.1771
H -0.0109 -0.0781 5.0795
H 1.2269 -0.1623 2.9727
H 1.5701 1.5317 4.7037
H 2.1773 1.8682 3.0898
C -0.0340 1.3310 -3.9491
C -0.6131 2.6176 -3.3755
S -1.9064 2.4322 -2.1296
C -3.2360 1.6256 -3.0665
C -3.8194 0.3774 -2.4084
S -2.6494 -0.8873 -1.8636
C -1.8184 -1.3585 -3.4045
C -0.2937 -1.3886 -3.3071
S 0.4838 0.1230 -2.6976
H 0.8207 1.5821 -4.5773
H -0.7547 0.8358 -4.5978
H -0.9887 3.2397 -4.1891
H 0.1693 3.1890 -2.8794
H -2.8501 1.3944 -4.0589
H -4.0435 2.3425 -3.2163
H -4.5482 -0.0731 -3.0838
H -4.3755 0.6406 -1.5059
H -2.1455 -0.6744 -4.1861
H -2.1718 -2.3458 -3.7061
H 0.1229 -1.6591 -4.2787
H 0.0297 -2.1550 -2.6011
N 5.8035 -0.4708 0.0126
C 5.4973 -0.6837 1.4795
C 4.1101 -1.2826 1.6763
N 2.9978 -0.4590 1.2074
H 6.6975 0.0084 -0.1075
H 5.0687 0.0964 -0.4698
H 5.8744 -1.3633 -0.4805
H 5.5826 0.2978 1.9449
H 6.2879 -1.3218 1.8704
H 4.0038 -1.4714 2.7456
H 4.0465 -2.2605 1.1931
H 2.9035 -0.4782 0.1983
H 3.1150 0.5113 1.4846
N 3.6702 1.0347 -1.7021
C 3.3118 2.3741 -1.4048
N 2.0961 2.7552 -1.2184
C 2.0762 4.1491 -1.0345
C 0.9346 4.9449 -0.9352
C 1.0811 6.3070 -0.7542
C 2.3483 6.8936 -0.6772
C 3.4903 6.1291 -0.8145
C 3.3326 4.7599 -1.0008
S 4.5629 3.5637 -1.2892
H 2.8476 0.5495 -2.0676
H 4.3591 1.0371 -2.4512
H -0.0567 4.5240 -1.0597
H 0.2028 6.9355 -0.6914
H 2.4357 7.9618 -0.5355
H 4.4702 6.5857 -0.7912
N -2.0034 -10.0593 -4.4267
C -1.6793 -9.1694 -3.7784
C -1.2705 -8.0523 -2.9669
C -0.9627 -8.2458 -1.6230
C -0.5813 -7.1677 -0.8422
C -0.4980 -5.9111 -1.4209
C -0.7893 -5.7088 -2.7602
C -1.1862 -6.7847 -3.5356
N -0.1155 -4.7939 -0.6083
C 0.9084 -4.7492 0.3065
C 0.8725 -3.4981 0.8412
N -0.1560 -2.7671 0.2810
C -0.7214 -3.5869 -0.5837
H -1.0364 -9.2338 -1.1907
H -0.3729 -7.3042 0.2105
H -0.6839 -4.7272 -3.2049
H -1.4174 -6.6530 -4.5833
H 1.5499 -5.5959 0.4782
H 1.5121 -3.0872 1.6053
H -1.6107 -3.3930 -1.1637
*
```

The calculation puts the HOMO energy at -15.08 eV. The calculation puts the gap between HOMO and LUMO at 0.297 hartree. The value obtained for the maximum force is 1.4 eV/Å. Its electronic energy is -97644.286 eV.

***

No. 5
ORCA calculation (wB97M-V/def2-TZVPD) on a cluster of 40 separate species, H80O40 in total in a non-equilibrium geometry.

The geometry in ORCA input format:
```
! wB97M-V def2-TZVPD RIJCOSX def2/J DEFGRID3
* xyz 0 1
H -6.5305 0.1733 0.3110
H -5.0440 0.0456 0.9111
O -5.8932 0.4172 0.9814
H 5.9058 -3.3416 0.3477
H 4.7347 -3.0910 1.1296
O 5.6276 -2.7382 0.9878
H -2.9954 -3.5748 -4.0311
H -1.5885 -3.7677 -4.3656
O -2.4587 -4.1764 -4.6127
H -1.3212 0.0086 2.8114
H 0.1323 -0.0023 2.3937
O -0.7676 -0.6361 2.3204
H -0.1498 6.2332 0.4143
H -1.4972 5.5806 0.0324
O -0.6593 5.8148 -0.3146
H 2.5252 -3.1877 1.9723
O 1.7192 -3.5822 2.1664
H 2.7024 -4.6949 1.1342
O 3.5851 -5.1447 1.3889
H 0.0668 3.4214 4.9172
H -0.3557 4.7445 4.8357
O 0.3029 4.3080 5.3513
H -1.9352 2.8418 -2.0843
H -2.9348 2.8897 -3.3732
O -2.2005 2.4450 -2.9110
H -4.9609 0.9853 2.7310
H -4.8099 1.8314 3.9614
O -4.6586 0.9415 3.5786
H 1.3426 -2.9896 -0.9381
H 2.4504 -4.1384 -0.8690
O 1.6797 -3.7701 -1.3055
H -0.5383 -2.5646 -1.7353
O -0.1757 -2.3450 -2.6048
H -0.3743 -1.7164 4.2705
H -1.8405 -1.8054 4.5308
O -0.9433 -2.0966 4.8810
H -4.9545 -1.5235 -0.7311
H -5.5499 -1.5067 -2.1602
O -5.6299 -1.0962 -1.2800
H -5.4395 3.0223 -2.5296
H -5.4828 1.7479 -1.8365
O -4.8665 2.4273 -2.0815
H 3.1180 -2.8940 -3.4143
H 1.3707 -2.7935 -3.0764
O 2.2874 -2.4775 -3.6035
H 0.0943 3.4766 -5.1106
H 1.6061 3.8989 -5.1391
O 0.8414 3.7581 -4.5747
H 3.1118 4.7527 -1.9493
H 1.8456 3.8334 -1.7520
O 2.8329 3.7657 -1.9266
H 0.0098 -0.9261 0.3888
O 0.5255 -1.6793 0.0132
H -2.8987 0.5690 -3.5131
H -2.1559 -0.0661 -4.6170
O -2.8375 -0.2743 -3.9339
H 1.2600 -4.9395 -3.3916
O 0.9172 -5.6344 -2.8768
H 0.2152 -5.0613 1.9676
H 0.1527 -5.0274 0.2794
O -0.0264 -5.5569 1.0490
H 0.0810 -3.2788 -4.3567
H -0.4245 -3.4580 -5.8595
O -0.1211 -3.9461 -5.0773
H -1.8826 -0.3286 -0.1475
H -2.2147 0.8267 -0.9995
O -1.5930 0.5672 -0.2589
H 3.2215 2.7041 4.0552
H 2.7106 2.0999 5.4754
O 2.5125 2.1443 4.4940
H -2.8816 2.7219 0.1635
H -3.8516 2.9983 -1.1348
O -3.0560 3.4313 -0.5099
H 4.3127 3.0779 1.4660
H 4.5823 4.2599 2.3990
O 3.9380 3.7029 2.0460
H -1.2750 2.8944 2.9219
H 0.0937 2.4016 3.4564
O -0.3237 3.0786 2.9505
H -3.3877 4.3497 1.6819
H -3.1965 5.3114 0.6401
O -3.6519 5.2648 1.5107
H 3.4478 2.1069 -1.5995
H 2.9405 0.7079 -1.8397
O 3.6740 1.1928 -1.5895
H 1.9250 6.4632 1.3535
H 1.0223 5.7003 2.0966
O 1.0157 6.5978 1.6955
H -0.8693 1.6140 -4.3818
O -1.2078 1.5833 -5.2540
H 4.1452 -3.2097 -2.2599
H 4.8718 -3.1617 -1.1131
O 5.1157 -3.1761 -2.0436
H 1.2370 -1.6729 0.6315
H 1.1481 -3.1558 2.7665
H -0.0919 -5.7451 -3.2177
H 3.5795 -5.2794 2.3493
H 0.4622 -1.6452 -2.4693
H -2.0933 2.0480 -5.2759
O 5.5327 2.6404 0.3891
H 5.0499 1.8346 0.1292
H 6.3976 2.4245 0.0877
O -2.0191 -3.2132 0.8721
H -2.4123 -4.1540 0.8653
H -1.0826 -3.3414 1.0005
O 0.0924 -4.3629 4.4838
H -0.7436 -4.0920 4.1849
H 0.2417 -4.4290 5.4087
O 0.6531 2.6780 0.2333
H 0.6582 3.5221 -0.1582
H -0.2217 2.2521 0.2208
O -2.7795 -1.6964 -1.0230
H -2.5408 -1.5067 -1.9254
H -2.5778 -2.4408 -0.5118
O 1.1769 0.9066 2.1084
H 2.1114 0.5002 2.3315
H 1.3048 1.3127 1.0738
O 2.1344 -0.4397 4.1147
H 1.8946 -1.0497 4.7904
H 1.8505 0.5065 4.3389
*
```

The calculation puts the HOMO energy at -10.34 eV. The calculation puts the gap between HOMO and LUMO at 0.353 hartree. The value obtained for the maximum force is 5.4 eV/Å. Its electronic energy is -83194.237 eV.

***

No. 6
ORCA calculation (wB97M-V/def2-TZVPD) on a structure of composition C12H18O13RbS in a non-equilibrium geometry.

The geometry in ORCA input format:
```
! wB97M-V def2-TZVPD RIJCOSX def2/J DEFGRID3
* xyz -1 1
Rb -0.9036 -0.2909 -0.2929
S -0.8991 0.5315 -3.6126
O -0.7600 1.9542 -4.0482
O -2.1140 0.2613 -2.9098
O -0.8018 -0.2348 -4.8496
O 0.2220 0.2338 -2.6785
C -2.9765 5.4432 3.1904
C -3.1230 4.1508 2.4591
C -3.1906 4.1864 0.8591
O -2.2710 3.1699 0.4758
C -1.4809 2.8508 1.5442
O -0.5372 2.0848 1.4737
O -1.9062 3.4079 2.6520
H -2.9151 5.3430 4.2741
H -3.8111 6.1406 3.1192
H -2.0836 5.9969 2.9002
H -3.9618 3.5696 2.8421
H -2.8684 5.1472 0.4579
H -4.2086 3.9664 0.5376
C -0.0521 -6.6738 -0.5976
C -0.9613 -6.0495 0.4857
C -0.2138 -5.2010 1.5093
O -0.7865 -3.9162 1.3227
C -1.6258 -3.8825 0.3045
O -2.2183 -2.8937 -0.0961
O -1.7605 -5.0392 -0.1823
H 0.5429 -7.4460 -0.1100
H 0.6571 -5.9962 -1.0729
H -0.7621 -7.0727 -1.3222
H -1.5970 -6.8069 0.9443
H 0.8390 -5.2126 1.2272
H -0.3702 -5.4414 2.5609
C 4.3601 0.7190 -2.5000
C 3.6800 1.4672 -1.3607
C 2.7119 0.6232 -0.5666
O 3.0895 1.0378 0.7667
C 4.2542 1.5814 0.8042
O 4.9027 1.9032 1.7944
O 4.7243 1.7989 -0.4117
H 4.7877 1.4998 -3.1290
H 3.6504 0.3184 -3.2238
H 5.0680 -0.0757 -2.2647
H 3.1723 2.3511 -1.7468
H 2.7910 -0.4562 -0.6961
H 1.7072 0.9510 -0.8334
*
```

The calculation puts the HOMO energy at -2.55 eV. The calculation puts the gap between HOMO and LUMO at 0.153 hartree. The value obtained for the maximum force is 5.2 eV/Å. Its electronic energy is -50845.981 eV.

***

Among the records above, which one has the lowest maximum force?
C35H58BaN11S4

***

Among the records above, which one has the lowest maximum force?
C35H58BaN11S4

***

Which formula does entry 4 have?
C35H58BaN11S4

***

Copy entry 2 word for word.
ORCA calculation (wB97M-V/def2-TZVPD) on a cluster of 6 separate species, C12H38N10O6 in total in a non-equilibrium geometry.

The geometry in ORCA input format:
```
! wB97M-V def2-TZVPD RIJCOSX def2/J DEFGRID3
* xyz 0 1
C 4.5753 2.3690 -2.2701
O 3.4087 2.9197 -1.6296
C 3.3485 2.7185 -0.2119
C 1.9536 2.8029 0.3262
C 1.8197 2.7849 1.8746
N 1.1340 1.7003 -0.2768
H 4.5936 2.7378 -3.2957
H 4.3901 1.2971 -2.3388
H 5.5386 2.4281 -1.7635
H 3.7109 1.7034 -0.0500
H 3.8670 3.4398 0.4197
H 1.5527 3.7796 0.0553
H 2.2485 3.6618 2.3596
H 2.2368 1.9026 2.3601
H 0.8019 2.7212 2.2594
H 1.6665 1.7587 -1.1331
H 1.5156 0.9047 0.2146
C -1.8853 -1.4743 -2.8673
O -0.7038 -2.0281 -2.4951
C 0.4697 -1.1479 -2.5570
C 1.6190 -1.8079 -1.7001
C 1.9714 -3.2275 -2.0867
N 1.2072 -1.6477 -0.3349
H -1.8680 -0.7424 -3.6748
H -2.2457 -0.9954 -1.9569
H -2.6147 -2.2720 -3.0078
H 0.7243 -1.0607 -3.6132
H 0.1935 -0.1571 -2.1962
H 2.5589 -1.2693 -1.8211
H 2.9484 -3.3655 -1.6235
H 1.9930 -3.3914 -3.1641
H 1.1733 -3.8877 -1.7471
H 1.5732 -2.3688 0.2702
H 0.2083 -1.7214 -0.4642
N 2.4587 -0.9464 2.6654
C 2.8019 -0.3437 3.7284
N 1.7514 -0.1603 4.5356
O 3.9480 0.0604 3.8661
H 1.5029 -1.2563 2.5634
H 3.1470 -1.2529 1.9928
H 1.9565 0.0733 5.4966
H 0.8698 -0.5945 4.3025
N -6.1356 1.6574 -4.0235
C -5.7731 0.9025 -3.0388
N -4.5671 1.2402 -2.6968
O -6.4591 -0.0333 -2.6521
H -7.0664 1.3610 -4.2800
H -5.9340 2.6351 -3.8695
H -4.0647 1.9336 -3.2325
H -4.1352 0.9457 -1.8326
N -2.2273 -2.2076 2.5921
C -0.9773 -2.3008 2.9749
N -0.7666 -3.4026 3.5151
O -0.1646 -1.3410 2.8961
H -2.8790 -2.9327 2.8559
H -2.5812 -1.4711 1.9984
H -1.5566 -4.0318 3.5225
H 0.1460 -3.6255 3.8860
N -1.4490 0.6297 0.9736
C -2.6410 0.8256 0.9111
N -3.0983 0.5396 2.0257
O -3.2749 1.3001 -0.0434
H -0.9944 0.7987 0.0877
H -0.9758 0.1127 1.7008
H -2.5454 0.8428 2.8147
H -4.0005 0.9770 1.9040
*
```

The calculation puts the HOMO energy at -9.21 eV. The calculation puts the gap between HOMO and LUMO at 0.337 hartree. The value obtained for the maximum force is 11.8 eV/Å. Its electronic energy is -40245.101 eV.